The following is a DFT calculation (ωB97M-V/def2-TZVPD) of one molecule with the formula C4H7NO.

Last column: Mulliken charge in e.
CARTESIAN COORDINATES (ANGSTROEM)
C  0.6347  -0.9823  0.1492  -0.1981
C  -0.8383  -1.1279  -0.1244  -0.4138
O  -1.4968  -0.1182  -0.6592  -0.2252
C  -1.1186  1.1248  -0.5190  -0.3186
N  -0.1071  1.4007  0.3958  -0.3955
C  1.0475  0.5017  0.2423  -0.4978
H  0.9091  -1.5315  1.0577  0.2735
H  1.1969  -1.4598  -0.6731  0.2301
H  -1.2559  -2.0806  -0.4271  0.3260
H  -0.4747  1.2647  1.3456  0.2680
H  -1.8110  1.8615  -0.8986  0.3502
H  1.7201  0.6742  1.0883  0.3130
H  1.5814  0.8119  -0.6602  0.2882

Output
Total energy ... -286.48305 a.u.
LUMO level (spin up / spin down) ... 1.1 / 0.9 eV
HOMO (spin up / spin down) ... -7.05 / -7.16 eV